The following is a DFT calculation (ωB97M-V/def2-TZVPD) of an isolated molecule of C6H10O.

The geometry in ORCA input format:
```
! wB97M-V def2-TZVPD RIJCOSX def2/J DEFGRID3
* xyz 0 1
O 0.423 -1.389 1.773
C -0.106 -0.388 2.190
C -0.952 0.545 1.361
C -1.139 0.074 -0.083
C -0.083 0.593 -1.043
C 1.384 0.380 -0.784
C 0.709 -0.339 -1.915
H 0.008 -0.107 3.258
H -1.906 0.649 1.890
H -0.491 1.540 1.407
H -2.125 0.379 -0.446
H -1.127 -1.018 -0.078
H -0.331 1.551 -1.497
H 2.067 1.190 -1.023
H 1.666 -0.218 0.076
H 0.937 -0.042 -2.935
H 0.540 -1.403 -1.779
*
```

Values from the calculation:
Lowest unoccupied orbital energy ... 1.1 eV
Highest occupied orbital energy ... -0.36261 Eh
Structure (SMILES) ... O=CCCC1CC1
E_tot ... -309.8143 hartree
Energy relative to the best compared isomer or geometry (same formula, charge and spin) ... 73.6 kJ/mol
Frontier orbital gap ... 10.951 eV